Entry from the OMol25 dataset: a cluster of 6 separate species, C34H60NO13 in total (ωB97M-V/def2-TZVPD).

Results
Net charge: +1
Largest force on an atom (hartree/bohr): 0.012
LUMO (eV): -2.8

Geometry (Å):
C: -6.16029 3.35531 -2.07136
C: -6.37988 4.83461 -1.77782
O: -5.17222 5.54611 -1.58117
C: -4.55051 5.31409 -0.34260
C: -4.39574 6.60544 0.44774
C: -3.36025 6.42137 1.58131
C: -2.03421 7.08107 1.19978
C: -0.79402 6.71742 2.03531
C: -0.77475 5.27723 2.49365
N: 0.34845 4.99461 3.44707
C: 0.32597 3.56389 3.92532
C: 1.62086 3.21969 4.64165
C: 0.04022 2.56269 2.79761
O: -0.91142 2.99044 1.84701
C: -0.60828 4.27203 1.35941
O: 0.71603 4.36766 0.93815
C: 0.96022 4.14738 -0.47193
C: 0.18386 2.99232 -1.06789
H: -5.20847 3.20444 -2.57932
H: -6.15862 2.75076 -1.16446
H: -6.94486 2.96627 -2.71845
H: -6.89361 5.30493 -2.61261
H: -7.02233 4.95670 -0.89961
H: -3.55911 4.86813 -0.50516
H: -5.12152 4.58705 0.24422
H: -5.35914 6.87138 0.88138
H: -4.10063 7.40907 -0.22469
H: -3.75640 6.85967 2.49621
H: -3.24202 5.34498 1.72677
H: -1.83440 6.91683 0.13964
H: -2.17379 8.15779 1.30219
H: -0.68382 7.38370 2.89444
H: 0.09041 6.87726 1.41258
H: -1.67866 4.99511 3.03158
H: 0.20681 5.59056 4.26244
H: 1.24736 5.25313 3.03429
H: -0.48811 3.51527 4.65003
H: 2.45754 3.26539 3.94379
H: 1.80588 3.90177 5.46920
H: 1.54772 2.20462 5.02258
H: 0.97938 2.27663 2.32071
H: -0.37383 1.67295 3.26694
H: -1.31048 4.52024 0.56619
H: 0.76984 5.08220 -1.00061
H: 2.02817 3.94946 -0.53772
H: 0.60877 2.75521 -2.04165
H: -0.85065 3.28283 -1.25988
H: 0.18847 2.11837 -0.42358
O: -0.48047 1.12647 -4.38550
C: -1.13825 0.42130 -3.67375
O: -0.66638 -0.08874 -2.51407
C: -1.65185 -0.96403 -1.91635
C: -2.98370 -0.52682 -2.51305
C: -2.56123 -0.04723 -3.89963
H: -1.39797 -1.99400 -2.17151
H: -1.61329 -0.84752 -0.83557
H: -3.72400 -1.32318 -2.51857
H: -3.39091 0.31066 -1.94290
H: -2.53884 -0.85694 -4.63040
H: -3.16836 0.76703 -4.28477
O: -0.51175 -4.48814 -1.97778
C: 0.60699 -4.15169 -2.26282
O: 0.88211 -3.36369 -3.31440
C: 2.31711 -3.19737 -3.45100
C: 2.88348 -3.50921 -2.07278
C: 1.88628 -4.53885 -1.54581
H: 2.66798 -3.89296 -4.21326
H: 2.51962 -2.18957 -3.78452
H: 3.91294 -3.85694 -2.10820
H: 2.84967 -2.61373 -1.44912
H: 2.14616 -5.55886 -1.83346
H: 1.74745 -4.49883 -0.46919
O: 2.16953 -8.69369 1.82781
C: 1.13869 -8.20001 1.47262
O: 1.09728 -7.16275 0.60869
C: -0.25664 -6.68583 0.45704
C: -1.13704 -7.86365 0.85944
C: -0.26892 -8.55623 1.91027
H: -0.38817 -5.82715 1.12008
H: -0.40331 -6.35906 -0.56587
H: -2.11613 -7.55739 1.22048
H: -1.28330 -8.52425 0.00439
H: -0.42589 -8.14401 2.90925
H: -0.39196 -9.63480 1.94501
O: 4.04175 -1.37803 -5.34456
C: 4.01503 -0.19134 -5.50349
O: 4.83691 0.44851 -6.35882
C: 4.64815 1.87267 -6.26315
C: 3.25050 2.05178 -5.67867
C: 3.11938 0.81010 -4.79810
H: 5.42684 2.27568 -5.61207
H: 4.76310 2.30005 -7.25549
H: 3.12665 2.99423 -5.14964
H: 2.50795 2.01367 -6.47572
H: 3.51418 0.96973 -3.79267
H: 2.09900 0.44015 -4.73553
O: 3.79355 -6.38920 7.72524
C: 3.64416 -7.04394 6.73686
O: 2.62048 -6.83068 5.87545
C: 2.63530 -7.81659 4.82380
C: 4.06723 -8.32986 4.77527
C: 4.49270 -8.19954 6.23808
H: 1.92263 -8.60404 5.07907
H: 2.32407 -7.34329 3.89991
H: 4.14132 -9.33486 4.36860
H: 4.67295 -7.66996 4.15341
H: 4.23798 -9.08403 6.82414
H: 5.54732 -7.97563 6.36861

Atomic forces in eV per Å
0.0 -0.1 0.1
-0.2 -0.2 0.0
0.0 0.2 0.0
0.1 0.0 0.0
0.0 -0.2 0.5
-0.2 0.2 -0.5
-0.1 0.2 0.3
0.3 0.0 -0.1
-0.2 -0.2 -0.2
-0.3 0.1 0.3
0.0 -0.5 0.3
-0.1 0.2 -0.3
0.2 -0.1 0.1
-0.1 0.0 -0.1
0.3 0.3 0.1
0.0 0.1 -0.1
0.3 -0.2 0.0
-0.3 0.4 -0.2
0.0 0.1 -0.1
0.1 0.0 0.0
-0.1 0.0 0.0
0.1 0.1 -0.1
-0.1 0.0 0.0
0.0 0.0 -0.1
0.0 0.0 0.1
-0.1 0.1 -0.1
0.0 0.0 -0.1
0.1 -0.1 0.2
0.0 0.0 0.2
0.0 -0.2 0.0
0.0 0.1 -0.2
-0.2 0.0 0.1
0.1 0.1 0.1
0.0 0.1 0.1
0.2 0.1 0.0
0.0 -0.2 -0.3
-0.2 0.2 -0.1
0.1 0.0 0.0
0.0 -0.1 0.1
0.1 0.0 0.1
0.0 0.1 -0.1
0.0 0.0 0.0
-0.1 -0.2 -0.1
-0.1 0.0 -0.1
0.0 0.0 0.1
0.0 -0.2 0.0
-0.1 -0.1 0.1
0.1 -0.1 -0.1
0.2 0.1 0.2
-0.1 -0.1 -0.2
0.0 0.1 0.1
-0.1 -0.1 0.0
0.0 0.0 -0.1
-0.1 0.0 0.3
0.0 0.0 0.0
0.1 0.1 0.0
0.0 0.0 0.0
0.0 0.0 0.0
0.0 0.0 0.0
0.0 0.0 -0.1
-0.1 0.2 -0.1
0.1 -0.3 0.1
0.0 0.0 0.1
0.1 0.0 0.0
-0.1 -0.1 0.1
0.1 0.4 -0.1
0.0 0.0 0.0
-0.1 0.1 -0.1
0.0 0.0 -0.1
0.0 0.0 0.0
0.0 0.0 0.1
-0.1 -0.2 0.0
0.0 0.0 -0.1
0.0 0.0 0.2
0.0 0.1 -0.1
-0.2 -0.1 0.0
0.1 -0.1 0.1
-0.1 0.0 -0.3
0.0 0.0 0.0
0.1 0.0 0.0
0.0 0.0 0.0
0.0 0.0 0.0
0.0 0.0 0.0
0.1 0.0 0.1
0.1 0.0 -0.1
-0.1 0.0 0.3
0.0 0.0 -0.1
0.0 0.1 0.0
0.0 -0.1 0.0
-0.1 0.2 -0.4
0.0 0.0 0.0
0.0 -0.1 0.0
0.1 0.0 0.0
0.0 0.0 0.0
0.0 0.0 0.0
0.0 -0.1 0.1
0.0 0.1 0.0
0.1 -0.1 0.1
-0.1 0.0 -0.1
0.0 0.0 0.0
0.1 0.0 0.1
-0.1 0.1 -0.3
0.0 0.0 0.0
0.0 0.1 0.0
-0.1 0.0 0.0
0.0 0.0 0.0
0.0 0.0 0.0
0.0 0.0 0.1